Computed, not measured: a 2-piece molecular cluster, C5H7NO2 overall in a non-equilibrium geometry, with wB97M-V/def2-TZVPD.

Cartesian coordinates (Å):
C (-1.6206, -0.8793, 0.5578)
C (-0.4395, -1.3036, -0.2680)
C (-0.5415, 1.3688, -0.6879)
C (-0.0511, 1.3149, 0.7123)
C (-0.5882, 0.1240, 0.1182)
N (3.2741, -0.0042, -0.2245)
O (2.3772, 0.7810, 0.1290)
O (3.1225, -1.1908, -0.2553)
H (-2.6018, -0.8662, -0.0184)
H (-1.7313, -1.1273, 1.5065)
H (0.4109, -1.8086, 0.2919)
H (-0.8241, -1.7300, -1.2462)
H (-1.3521, 1.9645, -0.9202)
H (0.3129, 1.5061, -1.3002)
H (0.2525, 1.8509, 1.6050)

Output
Molecular weight   113.12 g/mol
HOMO-LUMO gap (spin up / spin down)   10.148 / 5.278 eV
Net charge   0
LUMO level (spin up / spin down)   0.05 / -2.19 eV

Computed, not measured: CrN3O9 as an isolated structure in a non-equilibrium geometry, with wB97M-V/def2-TZVPD.

Cartesian coordinates (Å):
Cr (0.0931, 0.1112, -0.0940)
N (1.1373, 1.4367, 1.9705)
O (1.3474, 0.2849, 1.7479)
O (1.3765, 2.0151, 3.0310)
O (0.3684, 1.8247, 1.0731)
N (1.3718, -1.5163, -1.7500)
O (0.6636, -1.8103, -0.7762)
O (2.1538, -2.1290, -2.4081)
O (1.2776, -0.3115, -1.8172)
N (-2.5229, 0.0185, -0.2375)
O (-1.7962, -0.1425, 0.6921)
O (-1.7449, 0.3398, -1.0947)
O (-3.7254, -0.1212, -0.3369)

Output
Molecular weight   238.01 g/mol
HOMO-LUMO gap (spin up / spin down)   8.691 / 4.491 eV
<S²>   6.0188
Net charge   +1
LUMO level (spin up / spin down)   -7.94 / -11.70 eV
Multiplicity   5

Computed, not measured: C32H78F6N7O13PdS2 as an isolated structure in a non-equilibrium geometry, with wB97M-V/def2-TZVPD.

Cartesian coordinates (Å):
Pd (0.4034, -2.4721, -1.4802)
C (2.7543, -1.2509, 2.0194)
F (3.1568, -2.4390, 1.5872)
F (1.6866, -1.3338, 2.8589)
F (3.7295, -0.6690, 2.6038)
S (2.3082, -0.2995, 0.4686)
O (2.2980, 1.1228, 0.7866)
O (3.2431, -0.7665, -0.5468)
N (0.7683, -0.9331, -0.0219)
S (-0.3627, 0.0253, 0.6916)
O (-1.6623, -0.5977, 0.5492)
O (-0.1595, 0.6395, 1.9990)
C (-0.4987, 1.4931, -0.5322)
F (-0.4073, 2.6082, 0.1825)
F (0.4904, 1.4145, -1.4884)
F (-1.6622, 1.4992, -1.1758)
C (3.4852, -3.8363, -1.1353)
O (2.0644, -3.7925, -0.9205)
C (1.7058, -4.9678, -0.2164)
C (0.2095, -5.1728, -0.1598)
N (-0.4670, -3.8759, 0.1371)
C (-1.8486, -4.1961, 0.5729)
C (-1.8156, -4.6921, 2.0225)
O (-1.1649, -3.7116, 2.8522)
C (-0.6802, -4.2352, 4.0591)
H (4.0642, -3.9593, -0.2200)
H (3.9260, -2.9917, -1.6648)
H (3.7627, -4.5322, -1.9271)
H (2.0857, -4.9186, 0.8041)
H (2.0255, -5.8573, -0.7593)
H (-0.0206, -5.7785, 0.7167)
H (-0.2654, -5.5922, -1.0468)
H (-0.1442, -3.6775, 1.0733)
H (-2.3667, -4.8972, -0.0814)
H (-2.4686, -3.3008, 0.6202)
H (-1.4783, -5.7268, 2.0829)
H (-2.8692, -4.7447, 2.2971)
H (-1.5145, -4.3883, 4.7436)
H (0.0188, -3.4925, 4.4436)
H (-0.0080, -5.0704, 3.8623)
C (-2.6985, 4.2907, 2.2113)
O (-3.8837, 4.6032, 1.3611)
C (-4.9316, 3.7061, 1.3514)
C (-4.5796, 2.3567, 0.7743)
N (-5.7829, 1.6264, 0.1749)
C (-6.2757, 2.2138, -1.0814)
C (-5.2714, 2.0321, -2.1844)
O (-5.8728, 2.2231, -3.4993)
C (-4.9711, 1.8519, -4.5319)
H (-1.8938, 3.7480, 1.7153)
H (-2.9612, 3.9215, 3.2027)
H (-2.2007, 5.2220, 2.4814)
H (-5.8228, 4.1346, 0.8930)
H (-5.1996, 3.6932, 2.4078)
H (-4.1011, 1.7975, 1.5783)
H (-3.7867, 2.6403, 0.0823)
H (-6.4891, 1.7692, 0.8827)
H (-6.4863, 3.2650, -0.8843)
H (-7.2196, 1.8015, -1.4379)
H (-4.7699, 1.0656, -2.1358)
H (-4.5410, 2.8370, -2.1021)
H (-5.5134, 2.1609, -5.4254)
H (-4.7979, 0.7903, -4.7082)
H (-3.9405, 2.2069, -4.5447)
C (-2.9971, -1.7698, -1.9613)
O (-1.6664, -1.7470, -2.4727)
C (-1.4989, -0.9230, -3.5978)
C (-0.1189, -0.4839, -4.0207)
N (0.8076, -1.5412, -3.5990)
C (2.1524, -1.2074, -4.0634)
C (2.6784, 0.1403, -3.5153)
O (2.3927, 1.3013, -4.2799)
C (3.0267, 2.4733, -3.6343)
H (-3.7264, -2.0657, -2.7154)
H (-3.4954, -0.8726, -1.5940)
H (-3.0984, -2.5410, -1.1977)
H (-2.0777, -0.0065, -3.4832)
H (-1.8472, -1.4554, -4.4829)
H (0.1522, 0.3953, -3.4362)
H (-0.1722, -0.0801, -5.0317)
H (0.7699, -2.3580, -4.1918)
H (2.0837, -1.1867, -5.1511)
H (2.8406, -2.0313, -3.8744)
H (3.7405, -0.1012, -3.4744)
H (2.3081, 0.4095, -2.5261)
H (4.1141, 2.4103, -3.5931)
H (2.7047, 2.5082, -2.5935)
H (2.7409, 3.3667, -4.1895)
C (1.6113, 7.2555, 4.2819)
C (1.9434, 7.2934, 2.8091)
C (1.7592, 5.8878, 2.1026)
O (2.0389, 6.0197, 0.7549)
C (1.7797, 4.8502, -0.0423)
N (0.9141, 8.1666, 2.1834)
H (0.6834, 6.7773, 4.5960)
H (1.5695, 8.2345, 4.7591)
H (2.3605, 6.7628, 4.9016)
H (2.9316, 7.7393, 2.6965)
H (0.7647, 5.4464, 2.1677)
H (2.3891, 5.0837, 2.4832)
H (0.7419, 4.6532, -0.3111)
H (2.1666, 3.9407, 0.4173)
H (2.2398, 5.0164, -1.0164)
H (1.0104, 9.1647, 2.3041)
H (1.1243, 7.9314, 1.2239)
C (6.7671, -0.6594, -0.4246)
C (7.5984, -1.9112, -0.1735)
C (7.1598, -3.2238, -0.8073)
O (6.6652, -3.1918, -2.1823)
C (7.5432, -2.8107, -3.2305)
N (8.9712, -1.5305, -0.3063)
H (6.7772, -0.4239, -1.4888)
H (7.1785, 0.1741, 0.1447)
H (5.7955, -0.8506, 0.0310)
H (7.5301, -2.2554, 0.8585)
H (6.3500, -3.6796, -0.2377)
H (7.9618, -3.9539, -0.6981)
H (7.0908, -3.1685, -4.1553)
H (8.5836, -3.1288, -3.1627)
H (7.5608, -1.7259, -3.3352)
H (9.5241, -2.3637, -0.1643)
H (9.2108, -0.9497, 0.4844)
C (-5.6718, -2.9867, 2.9925)
C (-5.4571, -1.5464, 2.4120)
C (-4.0208, -1.0495, 2.5775)
O (-3.8434, -0.5251, 3.8904)
C (-2.4950, -0.1943, 4.1558)
N (-5.8164, -1.6767, 1.0248)
H (-5.4661, -3.0321, 4.0620)
H (-4.9798, -3.6561, 2.4816)
H (-6.7066, -3.3000, 2.8544)
H (-6.0396, -0.9176, 3.0852)
H (-3.8242, -0.2626, 1.8494)
H (-3.3910, -1.9293, 2.4455)
H (-1.7343, -0.8709, 3.7664)
H (-2.3521, -0.0995, 5.2323)
H (-2.2086, 0.7403, 3.6734)
H (-5.6098, -0.8291, 0.5159)
H (-6.8240, -1.6583, 0.9584)

Output
Molecular weight   1053.55 g/mol
HOMO-LUMO gap (spin up / spin down)   3.455 / 7.389 eV
<S²>   3.7547
Net charge   0
LUMO level (spin up / spin down)   0.31 / -1.49 eV
Multiplicity   4

Computed, not measured: a 2-piece molecular cluster, C6H14Cl overall in a non-equilibrium geometry, with wB97M-V/def2-TZVPD.

Cartesian coordinates (Å):
Cl (0.1831, -1.5737, 2.2330)
H (-0.3562, -0.9160, 1.1498)
C (-0.6499, -0.2472, -0.1287)
C (-1.9286, 0.4888, 0.1080)
C (-3.1977, -0.3736, 0.1386)
C (0.5977, 0.5620, -0.4065)
C (1.8802, -0.2985, -0.3327)
C (3.1922, 0.4776, -0.3433)
H (-0.7403, -1.1358, -0.7733)
H (-1.8274, 1.0004, 1.0779)
H (-2.0427, 1.2551, -0.6665)
H (-4.0513, 0.2989, 0.0624)
H (-3.2378, -1.0779, -0.7013)
H (-3.3221, -0.9443, 1.0606)
H (0.5532, 1.0904, -1.3747)
H (0.6804, 1.3400, 0.3754)
H (1.8365, -0.8226, 0.6374)
H (1.8681, -1.0984, -1.1021)
H (4.0225, -0.2317, -0.2002)
H (3.3194, 1.0037, -1.2970)
H (3.2208, 1.2027, 0.4832)

Output
Molecular weight   121.63 g/mol
HOMO-LUMO gap (spin up / spin down)   9.791 / 9.296 eV
<S²>   0.7547
Net charge   0
LUMO level (spin up / spin down)   1.07 / -1.27 eV
Multiplicity   2